# 1
DFT (ωB97M-V with the def2-TZVPD basis set) results for the ion C12H21N2O3S with charge +1.

ORCA input file:
```
! wB97M-V def2-TZVPD RIJCOSX def2/J DEFGRID3
* xyz 1 1
S 1.239 -2.543 2.689
O 0.250 2.909 -1.622
O 1.911 -3.222 3.732
O 0.526 -3.226 1.681
N -1.469 0.131 -1.770
N 2.726 -1.819 1.691
C -0.889 1.033 -2.742
C -2.155 -0.404 0.475
C 2.223 0.440 0.877
C -3.284 1.499 -0.718
C 1.746 -1.466 -0.525
C 1.662 1.270 -0.076
C 0.431 -1.049 3.236
C -1.974 0.727 -0.540
C 1.193 -0.626 -1.474
C 1.126 0.746 -1.247
C 2.247 -0.929 0.651
C 0.443 1.655 -2.236
H 1.079 -0.536 3.935
H 0.805 -1.043 -2.386
H 3.166 -2.657 1.294
H -0.689 0.455 -3.646
H -1.553 1.868 -3.023
H -4.060 0.842 -1.108
H 1.621 2.335 0.086
H -2.361 0.002 1.463
H -0.139 3.519 -2.258
H -2.203 -0.419 -2.203
H -3.618 1.897 0.236
H -1.202 1.415 -0.179
H -1.263 -1.025 0.506
H 1.772 -2.531 -0.691
H 2.643 0.857 1.780
H -0.476 -1.369 3.739
H 3.390 -1.364 2.325
H 0.179 -0.444 2.373
H -3.157 2.332 -1.404
H 1.110 1.774 -3.107
H -2.992 -1.033 0.184
*
```

The LUMO energy comes out at -0.123 hartree. Its SMILES is CC(C)NC[C@@H](O)c1ccc([NH2+]S(C)(=O)=O)cc1. The value obtained for the energy above the lowest of the compared OMol25 structures with the same formula, charge and spin is 0.0 kJ/mol. As for the HOMO energy: -11.51 eV. The calculation puts the total energy at -32735.1262 eV.

# 2
DFT (ωB97M-V with the def2-TZVPD basis set) results for a structure of composition C14H22FeN5OPS2.

ORCA input file:
```
! wB97M-V def2-TZVPD RIJCOSX def2/J DEFGRID3
* xyz 1 6
Fe -0.119 -1.415 -1.106
S -0.218 -2.612 -3.019
S -1.738 -0.215 -2.174
P 0.532 0.891 0.131
O -0.395 -2.330 0.365
N -4.593 -0.271 -4.482
N 1.896 3.176 -0.722
N 1.210 3.103 1.614
N -2.318 -3.893 -5.761
N 3.074 1.750 0.864
C 2.291 0.535 0.625
C 0.156 2.092 1.495
C 3.233 2.547 -0.297
C 0.920 2.137 -1.189
C -2.473 -3.394 0.812
C -3.685 -0.968 -4.379
C -0.509 -3.595 2.373
C 1.324 3.949 0.481
C -2.560 -1.835 -4.228
C -1.704 -1.393 2.126
C 2.515 2.539 1.960
C -1.617 -1.578 -3.289
C -2.442 -2.971 -5.087
C -1.277 -2.681 1.431
H 2.022 4.763 0.674
H -2.141 -4.263 0.245
H 3.198 3.357 2.194
H -0.830 -0.878 2.536
H 0.359 4.348 0.170
H 0.348 -3.075 2.804
H -3.159 -3.729 1.590
H -2.220 -0.735 1.424
H -2.381 -1.605 2.955
H 2.412 1.909 2.841
H -3.012 -2.724 0.139
H -0.152 -4.473 1.838
H 3.590 1.964 -1.145
H 2.071 3.835 -1.482
H 0.065 1.547 2.434
H 3.908 3.383 -0.107
H 0.005 2.652 -1.487
H 1.316 1.643 -2.078
H 2.266 -0.052 1.546
H -0.805 2.573 1.304
H 2.789 -0.085 -0.124
H -1.154 -3.926 3.189
*
```

The LUMO energy (alpha / beta) comes out at -0.128 / -0.169 hartree. The value obtained for the energy above the lowest of the compared OMol25 structures with the same formula, charge and spin is 0.0 kJ/mol. As for the HOMO energy (alpha / beta): -10.93 / -11.03 eV. The calculation puts the total energy at -89711.0986 eV.

# 3
DFT (ωB97M-V with the def2-TZVPD basis set) results for an isolated molecule of C7H7F3O2 at a distorted geometry.

ORCA input file:
```
! wB97M-V def2-TZVPD RIJCOSX def2/J DEFGRID3
* xyz 0 1
F -2.472 -0.466 -0.976
F 1.904 -1.559 0.078
F -2.603 1.664 -0.573
O -0.572 0.823 -0.766
O -2.046 0.248 1.064
C -0.435 -2.009 0.166
C 0.760 0.832 1.167
C 1.745 0.836 -1.126
C 0.658 -1.188 -0.094
C -1.415 -2.678 0.462
C 0.527 0.320 -0.265
C -1.979 0.438 -0.146
H -2.336 -3.116 0.572
H 1.848 0.227 -1.999
H 1.641 0.513 1.775
H 2.673 0.716 -0.581
H 0.704 1.963 1.074
H -0.161 0.555 1.678
H 1.561 1.882 -1.507
*
```

The LUMO energy comes out at -0.120 hartree. The value obtained for the energy above the lowest of the compared OMol25 structures with the same formula, charge and spin is 346.1 kJ/mol. As for the HOMO energy: -9.36 eV. The calculation puts the total energy at -19614.2194 eV.

# 4
DFT (ωB97M-V with the def2-TZVPD basis set) results for a cluster of 2 separate species, H3OP in total at a distorted geometry.

ORCA input file:
```
! wB97M-V def2-TZVPD RIJCOSX def2/J DEFGRID3
* xyz 0 1
P 0.872 -0.219 -0.073
O 1.770 -1.102 -0.761
H -1.693 -1.170 -1.245
H 1.180 1.324 -0.025
H 0.566 -0.360 1.425
*
```

The LUMO energy (alpha / beta) comes out at -0.053 / -0.018 hartree. The value obtained for the energy above the lowest of the compared OMol25 structures with the same formula, charge and spin is 387.5 kJ/mol. As for the HOMO energy (alpha / beta): -11.03 / -9.10 eV. The calculation puts the total energy at -11380.2609 eV.

# 5
DFT (ωB97M-V with the def2-TZVPD basis set) results for an isolated molecule of C5H8BrN3 at a distorted geometry.

ORCA input file:
```
! wB97M-V def2-TZVPD RIJCOSX def2/J DEFGRID3
* xyz 0 3
Br -2.769 0.001 -0.020
N 0.247 -1.145 -1.758
N 1.007 -3.631 0.336
N 1.115 -0.281 1.738
C 0.406 -1.219 -0.514
C 0.279 -0.136 0.545
C -1.262 -0.457 1.163
C 0.671 -2.586 -0.045
C 0.076 0.086 -2.487
H -0.188 -0.109 -3.553
H 2.066 -0.428 1.487
H -1.160 0.164 1.964
H 1.011 0.620 -2.383
H -1.260 -1.544 1.294
H 0.731 -1.040 2.271
H 0.341 0.923 0.235
H -0.885 0.644 -2.296
*
```

The LUMO energy (alpha / beta) comes out at 0.021 / -0.109 hartree. The value obtained for the energy above the lowest of the compared OMol25 structures with the same formula, charge and spin is 0.0 kJ/mol. As for the HOMO energy (alpha / beta): -6.31 / -10.31 eV. The calculation puts the total energy at -79821.9029 eV.

# 6
DFT (ωB97M-V with the def2-TZVPD basis set) results for a structure of composition C4H6N5O3PdS4.

ORCA input file:
```
! wB97M-V def2-TZVPD RIJCOSX def2/J DEFGRID3
* xyz -1 1
Pd 1.221 2.053 0.139
S -1.397 -0.745 2.905
S 2.256 0.155 -0.637
S 0.726 2.986 -1.830
S 0.711 4.746 -0.680
O 1.102 4.051 0.610
O -0.600 5.327 -0.585
O 1.747 5.608 -1.185
N 1.614 -2.409 -0.072
N 0.611 0.945 1.943
N 0.574 -3.284 0.046
N -1.037 -0.253 -0.712
N -0.117 -1.245 -0.383
C 1.233 -1.157 -0.342
C -1.880 -3.014 -0.130
C -0.475 -2.553 -0.152
C -0.233 0.249 2.346
H -2.410 -2.516 0.682
H -1.894 -4.089 0.025
H -1.416 0.103 0.167
H -0.526 0.519 -1.138
H 2.561 -2.716 0.051
H -2.370 -2.761 -1.070
*
```

The LUMO energy comes out at 0.083 hartree. The value obtained for the energy above the lowest of the compared OMol25 structures with the same formula, charge and spin is 21.7 kJ/mol. As for the HOMO energy: -5.22 eV. The calculation puts the total energy at -64662.2582 eV.

# 7
DFT (ωB97M-V with the def2-TZVPD basis set) results for a structure of composition C8H22P2Si at a distorted geometry.

ORCA input file:
```
! wB97M-V def2-TZVPD RIJCOSX def2/J DEFGRID3
* xyz 0 1
P -1.476 1.685 -0.058
P -1.868 -1.060 0.481
Si 1.293 -0.230 0.016
C 2.577 1.128 0.004
C -0.893 2.280 1.597
C 1.994 -1.501 -1.220
C 1.480 -1.132 1.873
C -0.541 0.089 -0.098
C -3.143 -0.981 -0.860
C -1.104 -2.701 0.234
C -0.599 2.857 -1.147
H 2.117 -0.998 -2.153
H 3.518 0.743 0.576
H -0.744 1.414 2.323
H -0.780 -0.114 -2.032
H 2.331 2.091 0.510
H 2.067 -0.445 2.629
H -0.394 2.390 -2.224
H -1.096 3.727 -1.278
H -2.009 -3.301 0.499
H -0.814 -2.938 -0.895
H -2.437 -0.643 -1.694
H 0.424 -1.155 2.352
H -0.184 -2.687 0.763
H 2.907 -2.096 -1.076
H 1.873 -2.098 2.057
H 0.468 2.957 -1.003
H 1.245 -2.226 -1.322
H 2.971 1.486 -0.913
H -1.590 3.069 2.018
H 0.184 2.573 1.515
H -3.821 -1.883 -0.994
H -3.958 -0.297 -0.480
*
```

The LUMO energy comes out at -0.011 hartree. The value obtained for the energy above the lowest of the compared OMol25 structures with the same formula, charge and spin is 258.7 kJ/mol. As for the HOMO energy: -8.29 eV. The calculation puts the total energy at -35103.5464 eV.

# 8
DFT (ωB97M-V with the def2-TZVPD basis set) results for a cluster of 2 separate species, C2H6OS2 in total at a distorted geometry.

ORCA input file:
```
! wB97M-V def2-TZVPD RIJCOSX def2/J DEFGRID3
* xyz 0 1
S -4.727 1.867 -3.906
S -5.102 3.819 -3.316
O 3.498 -2.689 1.300
C 3.378 -1.668 2.094
C 2.173 -1.049 2.253
H 4.268 -3.294 1.518
H 4.260 -1.215 2.579
H -5.987 3.722 -2.284
H -5.226 2.004 -5.103
H 1.266 -1.306 2.006
H 2.200 -0.191 2.859
*
```

The LUMO energy comes out at 0.012 hartree. Its SMILES is C=CO.SS. The value obtained for the energy above the lowest of the compared OMol25 structures with the same formula, charge and spin is 122.4 kJ/mol. As for the HOMO energy: -8.74 eV. The calculation puts the total energy at -25887.4279 eV.

Among the records above, which one has the highest total energy?
H3OP